(1)
Density functional theory data (ωB97M-V with the def2-TZVPD basis set) for one molecule with the formula C4H7N at a distorted geometry.

Summary:
* M: 69.11 g/mol
* strongest force on any atom: 3.82 eV Å⁻¹
* SMILES: CC1(C)C=N1
* energy above the lowest of the compared OMol25 structures with the same formula, charge and spin: 240.6 kJ/mol
* electronic energy: -211.26903 a.u.

ORCA input file:
```
! wB97M-V def2-TZVPD RIJCOSX def2/J DEFGRID3
* xyz 0 1
C -0.152 -1.320 -0.190
C 0.548 0.003 -0.053
C -0.026 1.000 0.908
C 2.035 -0.106 -0.279
N 1.368 0.437 -1.197
H -0.608 -1.353 -1.190
H -1.040 -1.384 0.433
H 0.453 -2.151 0.124
H -0.483 0.513 1.750
H -0.665 1.671 0.472
H 0.889 1.556 1.134
H 3.012 -0.134 0.054
*
```

(2)
Density functional theory data (ωB97M-V with the def2-TZVPD basis set) for C6H5NO3S as an isolated structure at a distorted geometry.

Summary:
* M: 171.18 g/mol
* strongest force on any atom: 7.81 eV Å⁻¹
* energy above the lowest of the compared OMol25 structures with the same formula, charge and spin: 325.4 kJ/mol
* electronic energy: -910.13289 a.u.

ORCA input file:
```
! wB97M-V def2-TZVPD RIJCOSX def2/J DEFGRID3
* xyz 0 1
C 2.044 0.671 -0.489
C 2.225 -0.320 0.496
C 0.787 0.907 -1.016
C 1.164 -1.045 0.869
C -0.300 0.271 -0.468
C -1.744 0.481 -1.001
N -0.088 -0.736 0.415
O -1.143 -1.322 0.986
O -3.372 -1.394 -0.065
O -3.010 0.553 1.368
S -2.502 -0.339 0.345
H 2.691 1.433 -0.847
H 3.174 -0.601 0.867
H 0.688 1.773 -1.687
H 1.179 -1.775 1.622
H -1.793 1.442 -1.393
*
```

(3)
Density functional theory data (ωB97M-V with the def2-TZVPD basis set) for a 10-piece molecular cluster, C30H67NO9S5 overall at a distorted geometry.

Summary:
* M: 746.20 g/mol
* strongest force on any atom: 2.81 eV Å⁻¹
* electronic energy: -3905.80090 a.u.

ORCA input file:
```
! wB97M-V def2-TZVPD RIJCOSX def2/J DEFGRID3
* xyz 0 1
C -1.438 -6.185 -0.322
C -0.162 -5.947 -1.131
C 0.734 -5.066 -0.263
O -0.169 -4.471 0.630
C -1.185 -5.453 1.018
H -1.674 -7.235 -0.149
H -2.321 -5.720 -0.760
H -0.445 -5.288 -1.952
H 0.294 -6.869 -1.491
H 1.127 -4.216 -0.820
H 1.583 -5.593 0.172
H -2.088 -4.893 1.263
H -0.816 -6.204 1.717
C -3.203 0.625 2.680
C -4.491 0.733 1.946
C -5.273 -0.568 2.373
O -4.307 -1.492 2.866
C -3.045 -0.946 2.575
H -3.386 1.011 3.683
H -2.342 1.157 2.277
H -4.384 0.768 0.862
H -5.165 1.546 2.217
H -5.780 -1.044 1.534
H -6.082 -0.372 3.077
H -2.693 -1.264 1.593
H -2.291 -1.410 3.211
C 1.879 5.492 1.495
C 1.496 5.524 2.995
C 2.177 6.753 3.424
O 3.446 6.801 2.745
C 3.317 6.061 1.501
H 1.152 6.067 0.921
H 1.872 4.482 1.084
H 1.840 4.614 3.487
H 0.418 5.585 3.148
H 2.243 6.760 4.512
H 1.659 7.684 3.191
H 4.017 5.234 1.386
H 3.468 6.803 0.718
C -2.715 -2.596 -1.687
C -3.256 -1.203 -1.788
C -4.838 -1.347 -1.839
O -4.930 -2.729 -2.278
C -3.715 -3.337 -2.550
H -2.838 -2.988 -0.677
H -1.683 -2.720 -2.015
H -2.855 -0.627 -2.622
H -2.863 -0.671 -0.922
H -5.335 -0.570 -2.418
H -5.327 -1.278 -0.867
H -3.565 -3.181 -3.618
H -3.692 -4.410 -2.365
C 4.591 -4.830 0.539
S 3.492 -3.695 1.528
O 4.395 -3.105 2.609
C 3.382 -2.301 0.326
H 4.786 -5.740 1.106
H 5.568 -4.393 0.337
H 4.141 -5.099 -0.417
H 4.323 -1.752 0.342
H 2.645 -1.530 0.555
H 3.379 -2.774 -0.656
C -0.116 -1.042 -4.366
S 1.334 -2.195 -4.314
O 1.767 -2.227 -2.858
C 0.400 -3.743 -4.525
H -0.307 -0.697 -5.382
H 0.155 -0.177 -3.762
H -1.025 -1.457 -3.931
H 0.107 -3.968 -5.551
H -0.522 -3.714 -3.945
H 0.950 -4.565 -4.067
C 1.951 2.905 -4.154
S 0.627 4.077 -3.729
O -0.566 3.183 -3.364
C 1.316 4.562 -2.057
H 1.958 2.020 -3.517
H 2.907 3.420 -4.250
H 1.604 2.552 -5.125
H 2.220 5.170 -2.103
H 1.551 3.666 -1.483
H 0.528 5.050 -1.484
C -1.883 3.277 -0.567
S -1.365 4.204 0.969
O -0.962 5.562 0.400
C -3.054 4.414 1.686
H -1.014 2.798 -1.017
H -2.264 3.998 -1.291
H -2.651 2.509 -0.468
H -3.604 5.041 0.983
H -2.949 4.951 2.629
H -3.558 3.473 1.905
C 3.046 0.073 3.877
S 4.415 1.218 3.309
O 3.922 2.644 3.650
C 4.583 0.946 1.489
H 3.522 -0.907 3.895
H 2.338 -0.007 3.052
H 2.470 0.407 4.740
H 3.592 1.181 1.100
H 4.807 -0.094 1.254
H 5.338 1.634 1.110
N 0.618 -0.596 -0.903
C 0.023 -1.163 0.238
C 0.134 -0.223 1.237
C 0.717 0.962 0.738
C 0.956 0.733 -0.623
H 0.887 -1.082 -1.746
H -0.347 -2.177 0.212
H -0.137 -0.323 2.277
H 1.047 1.875 1.210
H 1.465 1.267 -1.412
*
```

(4)
Density functional theory data (ωB97M-V with the def2-TZVPD basis set) for C24H74FN33O18S2 as an isolated structure at a distorted geometry.

Summary:
* M: 1196.20 g/mol
* strongest force on any atom: 10.89 eV Å⁻¹
* electronic energy: -5016.86113 a.u.

ORCA input file:
```
! wB97M-V def2-TZVPD RIJCOSX def2/J DEFGRID3
* xyz 0 1
C 0.572 0.154 -4.903
C 1.831 0.295 -4.425
C 2.966 -0.559 -5.033
N 3.443 -1.620 -4.079
C 4.538 -0.983 -3.291
C 5.010 -1.787 -2.045
C 4.076 -1.660 -0.783
C 2.557 -1.531 -1.093
S 1.907 -3.214 -1.459
C 0.198 -2.906 -1.880
N -0.476 -3.372 -2.906
N -1.733 -2.813 -2.784
C -1.722 -2.048 -1.695
O -0.509 -2.068 -1.064
S 3.945 -2.993 -4.897
O 4.106 -4.129 -4.023
O 3.031 -3.363 -5.951
F 5.342 -2.587 -5.639
H -0.270 0.425 -4.244
H 0.460 -0.200 -5.944
H 2.100 1.024 -3.629
H 3.845 0.116 -5.220
H 2.673 -0.953 -6.027
H 5.428 -0.706 -3.913
H 4.134 -0.006 -2.924
H 5.999 -1.353 -1.748
H 5.200 -2.866 -2.224
H 4.427 -0.865 -0.090
H 4.200 -2.609 -0.209
H 2.290 -0.769 -1.854
H 2.066 -1.215 -0.140
H -2.584 -1.445 -1.318
C 4.936 -6.235 -0.676
O 5.546 -5.177 -0.668
N 4.865 -7.032 -1.778
N 4.273 -6.709 0.417
H 4.370 -7.903 -1.805
H 5.340 -6.714 -2.605
H 4.301 -6.148 1.250
H 3.767 -7.574 0.430
C 3.881 -2.257 3.058
O 3.795 -1.681 1.982
N 4.786 -3.249 3.287
N 3.080 -1.952 4.118
H 4.872 -3.734 4.161
H 5.394 -3.499 2.526
H 2.403 -1.223 3.982
H 3.133 -2.410 5.009
C -4.962 -0.195 -2.576
O -4.832 -0.473 -1.384
N -5.326 1.041 -3.014
N -4.744 -1.103 -3.546
H -5.432 1.279 -3.982
H -5.493 1.743 -2.318
H -4.467 -2.024 -3.248
H -4.831 -0.908 -4.525
C -1.008 3.204 -6.909
O -1.079 2.238 -6.156
N -2.116 3.803 -7.443
N 0.169 3.754 -7.267
H -2.080 4.593 -8.059
H -3.009 3.418 -7.195
H 1.001 3.339 -6.889
H 0.255 4.544 -7.875
C 0.356 3.094 -2.462
O 1.523 2.791 -2.690
N -0.172 3.094 -1.209
N -0.503 3.454 -3.446
H -1.122 3.339 -1.007
H 0.439 2.832 -0.448
H -0.148 3.465 -4.391
H -1.460 3.703 -3.284
C 2.888 4.011 1.442
O 1.894 3.304 1.558
N 3.955 3.647 0.672
N 3.014 5.210 2.065
H 4.778 4.207 0.560
H 3.896 2.764 0.195
H 2.244 5.512 2.642
H 3.818 5.802 1.983
C 0.667 5.087 5.432
O 0.505 5.695 4.389
N 1.620 4.121 5.575
N -0.090 5.319 6.543
H 1.771 3.607 6.423
H 2.195 3.922 4.774
H -0.801 6.024 6.473
H 0.027 4.829 7.410
C -0.129 -8.036 -2.670
O -0.441 -9.104 -2.168
N -0.988 -6.983 -2.756
N 1.111 -7.803 -3.191
H -0.747 -6.097 -3.165
H -1.911 -7.114 -2.384
H 1.773 -8.556 -3.147
H 1.389 -6.933 -3.608
C -6.742 -2.721 1.622
O -7.461 -2.920 2.594
N -6.871 -1.670 0.778
N -5.717 -3.566 1.310
H -6.255 -1.528 -0.003
H -7.617 -1.007 0.951
H -5.578 -4.360 1.908
H -5.107 -3.434 0.525
C 4.480 8.262 3.337
O 3.740 7.700 2.544
N 5.284 9.303 2.980
N 4.562 7.894 4.645
H 5.898 9.777 3.615
H 5.248 9.601 2.022
H 3.981 7.130 4.943
H 5.161 8.340 5.314
C 0.632 -4.284 5.078
O 1.788 -4.654 4.915
N 0.053 -4.200 6.309
N -0.173 -3.926 4.038
H -0.896 -3.899 6.468
H 0.618 -4.457 7.097
H 0.221 -3.976 3.114
H -1.122 -3.622 4.147
C 1.949 5.767 -4.760
O 1.216 5.165 -5.541
N 2.731 6.817 -5.147
N 2.038 5.429 -3.454
H 3.336 7.319 -4.526
H 2.688 7.090 -6.112
H 1.465 4.650 -3.139
H 2.630 5.898 -2.795
C -5.682 -0.258 5.041
O -5.396 0.243 6.125
N -5.136 0.180 3.870
N -6.554 -1.284 4.907
H -5.353 -0.214 2.972
H -4.482 0.940 3.924
H -6.990 -1.635 5.741
H -6.774 -1.705 4.020
C -2.434 -2.647 7.344
O -1.548 -3.485 7.215
N -3.287 -2.636 8.404
N -2.639 -1.658 6.437
H -4.018 -1.959 8.524
H -3.167 -3.354 9.096
H -2.027 -1.638 5.642
H -3.361 -0.958 6.519
C -8.662 1.555 0.243
O -8.968 0.472 0.715
N -9.512 2.617 0.242
N -7.442 1.793 -0.321
H -9.282 3.516 -0.139
H -10.419 2.478 0.650
H -6.783 1.030 -0.339
H -7.174 2.676 -0.711
*
```

Gap between HOMO and LUMO (computed, eV): 10.40 7.91 8.11 7.88
HOMO energy (computed, eV): -9.28 -8.28 -8.11 -7.99